[1]
{"formula": "C23H23F6N4O5PS2", "method": "ωB97M-V/def2-TZVPD", "symbols": ["N", "P", "C", "C", "O", "C", "F", "F", "C", "F", "F", "C", "F", "F", "C", "O", "O", "N", "C", "O", "C", "C", "O", "C", "C", "C", "C", "C", "C", "C", "C", "C", "C", "S", "C", "S", "N", "C", "C", "N", "C", "H", "H", "H", "H", "H", "H", "H", "H", "H", "H", "H", "H", "H", "H", "H", "H", "H", "H", "H", "H", "H", "H", "H"], "coordinates": [[2.272, 1.279, 1.971], [0.831, 0.947, 2.459], [0.182, -0.704, 1.869], [-1.128, -1.281, 2.427], [-1.521, -2.358, 2.062], [-2.034, -0.588, 3.482], [-3.243, -0.423, 2.895], [-1.597, 0.628, 3.853], [-2.213, -1.502, 4.729], [-1.033, -2.126, 4.951], [-3.154, -2.422, 4.472], [-2.619, -0.791, 6.049], [-1.690, 0.107, 6.408], [-2.647, -1.762, 6.987], [-4.005, -0.123, 5.940], [-4.142, 0.941, 5.415], [-4.970, -0.877, 6.469], [1.270, -1.615, 2.319], [1.916, -2.153, 1.156], [3.067, -2.471, 1.111], [0.851, -2.197, 0.071], [1.296, -2.637, -1.314], [0.286, -3.432, -1.939], [-0.872, -2.735, -2.201], [-0.893, -1.774, -3.197], [-2.053, -1.056, -3.436], [-3.187, -1.308, -2.683], [-3.165, -2.293, -1.714], [-2.009, -3.015, -1.466], [0.158, -0.862, 0.281], [0.620, 0.327, -0.582], [2.120, 0.483, -0.883], [2.495, 1.952, -1.150], [3.044, 2.063, -2.884], [2.952, 3.769, -3.203], [2.943, 4.924, -2.059], [2.892, 4.063, -4.572], [2.129, 5.058, -5.150], [2.390, 4.985, -6.482], [3.301, 3.990, -6.754], [3.577, 3.457, -5.602], [2.923, 1.370, 2.739], [0.699, 0.870, 3.848], [-0.150, 1.858, 2.028], [-5.816, -0.579, 6.102], [0.976, -2.337, 2.964], [0.216, -3.011, 0.437], [1.556, -1.811, -1.969], [2.155, -3.298, -1.209], [0.009, -1.601, -3.770], [-2.057, -0.298, -4.206], [-4.086, -0.735, -2.862], [-4.050, -2.503, -1.128], [-1.981, -3.782, -0.704], [-0.901, -0.959, 0.032], [0.114, 0.201, -1.542], [0.214, 1.253, -0.172], [2.367, -0.088, -1.779], [2.746, 0.102, -0.085], [1.640, 2.618, -1.079], [3.297, 2.292, -0.508], [1.490, 5.710, -4.583], [1.957, 5.617, -7.239], [4.263, 2.644, -5.421]], "forces_ev_per_a": [[-0.3, 0.2, -0.1], [0.4, 0.1, 0.0], [0.7, -0.5, 0.2], [-0.1, -0.2, -0.2], [0.1, 0.3, 0.1], [-0.4, -0.1, -0.3], [0.0, 0.0, 0.1], [0.1, 0.0, -0.1], [0.0, 0.2, 0.0], [0.1, 0.0, 0.0], [0.1, 0.0, 0.0], [-0.2, -0.4, 0.3], [0.0, 0.1, -0.1], [0.1, 0.1, 0.0], [-0.1, 0.3, 0.1], [0.0, -0.1, -0.1], [0.2, -0.2, -0.4], [0.0, 0.4, -0.2], [0.0, 0.0, 0.0], [-0.3, -0.3, 0.1], [0.7, -0.1, 0.0], [0.0, -0.2, 0.0], [0.0, -0.1, 0.0], [0.2, -0.1, 0.0], [0.1, 0.1, -0.1], [0.2, 0.0, 0.0], [-0.2, 0.2, -0.1], [-0.1, -0.1, 0.2], [-0.1, 0.0, 0.1], [-1.3, 0.4, 0.1], [0.4, -0.4, -0.2], [0.1, 0.2, -0.1], [0.3, -0.2, -0.3], [-0.3, -0.1, -0.2], [0.2, 0.0, 0.4], [-0.3, 0.1, -0.1], [0.1, 0.1, -0.1], [0.1, 0.2, -0.3], [-0.2, 0.2, 0.2], [0.1, 0.0, 0.1], [-0.1, -0.2, 0.0], [0.1, -0.1, -0.1], [-0.2, 0.0, 0.1], [-0.1, -0.1, 0.1], [0.0, 0.2, 0.2], [0.2, 0.0, 0.2], [-0.3, 0.2, 0.0], [0.1, 0.0, 0.0], [0.1, 0.1, 0.0], [0.0, 0.1, -0.1], [-0.1, 0.0, 0.0], [-0.1, 0.0, 0.0], [-0.1, 0.0, 0.0], [0.0, 0.0, 0.0], [0.0, -0.1, 0.0], [-0.1, 0.1, 0.0], [0.0, 0.0, 0.1], [0.0, -0.1, 0.1], [0.0, 0.0, 0.2], [0.0, 0.1, 0.2], [-0.1, 0.1, 0.2], [0.1, -0.1, 0.1], [0.1, -0.1, -0.1], [0.0, 0.0, 0.0]], "mulliken_charge": [-0.527, -0.004, 2.761, -1.132, -0.478, 1.028, -0.318, -0.321, 0.411, -0.312, -0.303, 0.898, -0.253, -0.288, 0.236, -0.472, -0.430, -0.411, -0.173, -0.587, -0.193, -0.727, -0.546, 0.481, -0.496, -0.451, -0.497, -0.570, -0.238, -0.244, -1.927, -0.692, -1.038, -0.177, 0.325, -0.248, 0.109, -0.184, -0.462, -0.609, -0.027, 0.226, 0.112, 0.135, 0.384, 0.368, 0.697, -0.011, 0.371, 0.471, 0.438, 0.414, 0.418, 0.429, 0.564, 0.205, 0.746, 0.569, 0.382, 0.501, 0.541, 0.380, 0.380, 0.369], "total_energy_ev": -87683.96437, "multiplicity": 1, "smiles": "N=[PH2][C@]1(C(=O)C(F)(F)C(F)(F)C(F)(F)C(=O)O)NC(=O)[C@H](COc2ccccc2)[C@@H]1CCCSC(=S)n1ccnc1", "lumo_ha": -0.028}

***

[2]
{"formula": "C23H23InOP2", "method": "ωB97M-V/def2-TZVPD", "symbols": ["C", "C", "C", "C", "C", "In", "P", "H", "H", "H", "H", "H", "H", "H", "H", "O", "P", "C", "C", "C", "C", "C", "C", "C", "C", "C", "C", "C", "C", "C", "C", "C", "C", "C", "C", "H", "H", "H", "H", "H", "H", "H", "H", "H", "H", "H", "H", "H", "H", "H"], "coordinates": [[-0.536, 0.304, -4.750], [-1.320, 1.416, -4.329], [-0.445, 2.331, -3.671], [0.889, 1.866, -3.809], [0.836, 0.574, -4.414], [1.105, -2.163, -1.998], [0.165, -4.324, -3.119], [-0.891, -0.606, -5.235], [-2.389, 1.540, -4.482], [-0.739, 3.274, -3.212], [1.681, -0.100, -4.578], [1.799, 2.388, -3.509], [0.964, -5.081, -4.066], [-1.020, -3.947, -3.842], [-0.297, -5.324, -2.186], [-0.028, -0.847, -0.627], [0.004, -0.154, 0.737], [1.489, 0.843, 0.875], [2.024, 1.146, 2.140], [3.254, 1.801, 2.235], [3.961, 2.137, 1.073], [3.405, 1.875, -0.185], [2.157, 1.260, -0.284], [-1.475, 0.845, 0.872], [-2.007, 1.186, 2.130], [-3.219, 1.873, 2.214], [-3.900, 2.239, 1.046], [-3.336, 1.955, -0.205], [-2.111, 1.289, -0.298], [-0.009, -1.371, 2.045], [-1.228, -1.882, 2.516], [-1.240, -2.820, 3.554], [-0.043, -3.288, 4.102], [1.170, -2.823, 3.589], [1.192, -1.892, 2.546], [1.492, 0.843, 3.043], [3.662, 2.034, 3.218], [4.939, 2.611, 1.148], [3.935, 2.146, -1.097], [1.714, 1.067, -1.267], [-1.471, 0.917, 3.042], [-3.623, 2.119, 3.198], [-4.858, 2.760, 1.109], [-3.840, 2.257, -1.124], [-1.644, 1.124, -1.272], [-2.167, -1.511, 2.099], [-2.193, -3.172, 3.945], [-0.058, -4.012, 4.918], [2.109, -3.172, 4.010], [2.143, -1.532, 2.153]], "forces_ev_per_a": [[0.3, 0.3, 0.5], [0.8, -0.5, 0.5], [0.2, -0.1, -0.7], [-0.5, -0.8, 0.4], [-0.5, 0.1, 0.2], [1.9, 2.3, 0.5], [-1.1, -1.7, -0.9], [0.0, 0.3, 0.0], [0.2, -0.1, 0.1], [0.1, -0.1, -0.3], [-0.2, 0.3, -0.2], [-0.3, -0.1, 0.0], [-0.8, 0.3, 0.5], [0.4, -0.7, 0.1], [0.1, 0.3, -0.8], [-0.4, 0.4, 0.9], [-0.2, -0.2, -1.8], [0.5, 0.2, 0.5], [0.2, 0.1, -0.3], [-0.2, -0.1, -0.1], [-0.4, -0.1, -0.1], [-0.1, 0.1, 0.3], [0.0, -0.3, -0.1], [-0.4, 0.5, 0.5], [-0.1, 0.1, -0.3], [0.1, 0.0, -0.1], [0.3, -0.2, -0.2], [0.1, 0.1, 0.2], [0.0, -0.1, 0.1], [0.0, -0.5, 0.6], [0.1, 0.0, 0.3], [0.0, 0.0, -0.2], [0.0, 0.3, -0.3], [0.0, 0.0, -0.2], [-0.2, 0.1, 0.3], [0.2, 0.1, -0.2], [-0.1, -0.1, -0.3], [-0.2, -0.1, 0.0], [-0.1, 0.0, 0.2], [0.1, 0.1, 0.2], [-0.2, 0.0, -0.2], [0.1, 0.0, -0.3], [0.3, -0.2, 0.0], [0.2, 0.0, 0.3], [-0.2, -0.1, 0.1], [0.3, -0.1, 0.2], [0.2, 0.0, -0.1], [0.0, 0.2, -0.2], [-0.2, 0.0, -0.1], [-0.2, -0.1, 0.2]], "mulliken_charge": [-0.643, -0.646, -0.541, -0.650, -0.636, 0.507, -0.187, 0.443, 0.413, 0.456, 0.563, 0.521, 0.130, 0.151, 0.115, -0.530, 0.982, 0.172, -0.077, -0.707, -0.460, -0.666, -0.180, 0.280, -0.130, -0.659, -0.467, -0.517, -0.495, 0.191, -0.435, -0.693, -0.428, -0.686, -0.434, 0.428, 0.391, 0.382, 0.436, 0.278, 0.388, 0.390, 0.372, 0.459, 0.243, 0.489, 0.393, 0.395, 0.393, 0.505], "total_energy_ev": -50020.06570, "multiplicity": 1, "lumo_ha": -0.011}

***

[3]
{"formula": "C23H23N2O7S", "method": "ωB97M-V/def2-TZVPD", "symbols": ["C", "C", "O", "C", "C", "C", "O", "C", "C", "C", "O", "H", "H", "H", "H", "H", "H", "H", "H", "H", "H", "H", "C", "C", "C", "C", "C", "S", "O", "O", "N", "C", "C", "C", "C", "C", "C", "C", "N", "O", "O", "C", "C", "C", "H", "H", "H", "H", "H", "H", "H", "H", "H", "H", "H", "H"], "coordinates": [[-2.777, 3.673, -2.934], [-1.996, 2.504, -3.460], [-2.201, 1.361, -2.613], [-1.549, 0.282, -3.129], [-2.063, -0.947, -2.557], [-1.697, -2.270, -3.075], [-0.819, -2.581, -3.851], [-2.671, -3.287, -2.422], [-3.375, -2.503, -1.319], [-3.245, -1.002, -1.690], [-0.685, 0.394, -3.983], [-2.468, 4.565, -3.483], [-3.847, 3.519, -3.107], [-2.609, 3.842, -1.867], [-2.345, 2.238, -4.472], [-0.918, 2.722, -3.492], [-3.389, -3.619, -3.188], [-2.131, -4.170, -2.063], [-4.421, -2.798, -1.198], [-2.846, -2.681, -0.371], [-3.164, -0.358, -0.809], [-4.148, -0.663, -2.232], [4.460, -2.164, 5.186], [3.514, -2.049, 4.017], [3.965, -2.361, 2.731], [3.127, -2.255, 1.622], [1.818, -1.784, 1.793], [0.782, -1.668, 0.343], [1.582, -1.903, -0.829], [-0.488, -2.317, 0.548], [0.263, -0.021, 0.285], [1.089, 1.112, 0.304], [2.477, 1.195, 0.285], [3.047, 2.470, 0.396], [2.226, 3.615, 0.487], [0.827, 3.510, 0.454], [0.261, 2.247, 0.350], [-1.109, 1.740, 0.328], [-2.280, 2.494, 0.438], [-2.189, 3.745, 0.598], [-3.381, 1.900, 0.364], [-1.049, 0.363, 0.267], [1.322, -1.527, 3.080], [2.181, -1.641, 4.177], [3.960, -1.898, 6.121], [4.856, -3.182, 5.288], [5.326, -1.502, 5.063], [4.993, -2.692, 2.582], [3.497, -2.507, 0.629], [3.070, 0.295, 0.145], [4.131, 2.578, 0.383], [2.692, 4.600, 0.560], [0.150, 4.361, 0.507], [-1.858, -0.336, 0.416], [0.281, -1.231, 3.216], [1.819, -1.410, 5.181]], "forces_ev_per_a": [[-0.3, 0.1, 0.1], [0.2, -0.2, 0.1], [-0.2, 1.5, -0.4], [-0.2, -2.9, 0.4], [1.7, -0.4, -1.3], [-0.9, 1.7, 1.4], [0.6, -0.6, -0.8], [0.0, 0.1, -0.3], [0.1, 0.2, 0.4], [-1.0, -0.2, 0.2], [0.1, 0.5, -0.1], [-0.1, 0.1, 0.1], [0.1, 0.1, 0.2], [0.0, 0.0, -0.2], [0.4, 0.2, 0.2], [-0.3, 0.0, -0.2], [0.2, 0.0, 0.0], [0.0, 0.1, -0.1], [0.1, 0.0, 0.1], [-0.2, 0.0, -0.2], [-0.4, -0.2, -0.1], [0.0, 0.0, 0.3], [0.0, 0.0, 0.1], [-0.2, 0.0, -0.3], [-0.2, 0.0, -0.1], [0.0, 0.4, 0.1], [0.2, -0.3, 0.3], [-1.4, 0.4, -1.4], [-0.3, 0.1, 1.3], [1.2, -0.2, 0.3], [0.7, -0.4, 0.1], [0.1, 0.1, -0.1], [0.1, 0.4, 0.0], [-0.6, -0.2, -0.1], [-0.3, -0.2, -0.1], [0.5, 0.3, 0.0], [-0.5, -0.3, 0.1], [1.5, -0.6, -0.1], [-2.4, 1.1, 0.0], [0.1, -2.3, -0.3], [2.0, 1.0, 0.3], [-0.3, 0.6, 0.9], [0.3, 0.1, -0.2], [0.1, -0.1, -0.2], [0.1, 0.0, -0.1], [-0.2, 0.2, -0.1], [-0.2, -0.1, 0.0], [-0.2, 0.0, 0.1], [-0.2, 0.1, 0.2], [0.0, 0.3, 0.1], [-0.3, 0.0, 0.0], [-0.2, -0.3, 0.0], [0.4, -0.1, 0.0], [0.2, 0.0, -0.4], [0.3, 0.0, -0.1], [0.0, -0.1, -0.3]], "mulliken_charge": [-0.977, -0.347, -0.093, 0.063, 0.685, 0.239, -0.756, -0.651, -0.479, -0.343, -0.740, 0.377, 0.278, 0.131, 0.345, 0.278, 0.274, 0.242, 0.470, -0.009, -0.154, 0.384, -1.417, 0.999, -0.680, -0.275, -0.040, 1.502, -0.688, -0.691, 0.513, 0.118, -0.701, -0.643, -0.659, -0.241, 0.153, -0.100, 1.146, -0.666, -0.643, -1.272, -0.423, -0.949, 0.333, 0.332, 0.325, 0.358, 0.486, 0.416, 0.391, 0.353, 0.492, 1.222, 0.455, 0.278], "total_energy_ev": -52370.13098, "total_charge": -1, "multiplicity": 1, "lumo_ha": 0.068}

***

These records have Kohn-Sham gap values of 8.18, 5.16, 4.77 eV, in the order they appear.